1.
Formula: C24H41CrF3O3P2S
Source: OMol25
Level of theory: ωB97M-V/def2-TZVPD

charge = +1
Kohn-Sham gap (alpha / beta) = 6.89 / 6.25 eV
energy above the lowest of the compared OMol25 structures with the same formula, charge and spin = 0.505 eV
spin multiplicity = 4

Element x y z (Å)
Cr  -2.17  -0.07  -0.37
C  -2.10  1.69  1.16
C  -3.05  1.86  0.10
C  -3.57  -0.10  1.24
C  -2.43  0.51  1.88
C  -4.02  0.80  0.18
C  -1.20  2.77  1.68
H  -0.74  3.36  0.87
H  -0.40  2.34  2.31
H  -1.77  3.46  2.33
C  -1.92  0.21  3.23
H  -1.89  1.12  3.86
H  -0.91  -0.21  3.16
H  -2.55  -0.54  3.71
C  -4.24  -1.33  1.73
H  -4.73  -1.18  2.71
H  -3.46  -2.09  1.86
H  -4.98  -1.68  0.99
C  -5.29  0.70  -0.59
H  -6.11  1.30  -0.18
H  -5.62  -0.35  -0.62
H  -5.11  1.02  -1.63
C  -3.23  3.13  -0.67
H  -3.99  3.78  -0.20
H  -3.55  2.93  -1.70
H  -2.29  3.71  -0.72
C  2.76  -0.59  1.99
C  2.83  0.72  2.29
C  2.67  1.82  1.26
C  3.42  1.56  -0.08
C  2.58  1.18  -1.30
C  1.20  0.59  -0.98
C  1.08  -0.34  0.23
C  2.38  -1.08  0.64
H  3.10  2.74  1.69
H  4.20  0.81  0.07
H  1.59  1.99  1.09
H  3.18  -0.96  -0.12
H  2.98  -1.36  2.73
H  2.93  1.05  3.33
H  2.19  -2.16  0.72
H  0.61  0.19  1.09
H  0.48  1.43  -0.91
H  0.35  -1.16  0.06
H  3.96  2.47  -0.34
H  2.46  2.09  -1.91
P  3.20  0.04  -2.56
C  4.80  -0.65  -2.15
C  3.38  1.04  -4.06
P  0.24  -0.52  -2.26
C  1.93  -1.21  -2.80
C  -0.26  0.32  -3.77
C  -0.62  -2.13  -2.07
H  4.74  -1.73  -2.03
H  5.28  -0.21  -1.27
H  5.45  -0.46  -3.02
H  4.09  0.53  -4.72
H  3.80  2.02  -3.79
H  2.42  1.18  -4.58
H  -0.04  -2.85  -2.67
H  -1.63  -2.02  -2.51
H  -0.69  -2.51  -1.04
H  2.17  -2.11  -2.22
H  1.95  -1.46  -3.87
H  -1.34  0.15  -3.87
H  0.26  -0.16  -4.63
H  -0.05  1.40  -3.70
F  -0.09  -4.01  4.90
C  -0.97  -3.75  3.91
F  -1.58  -4.90  3.55
F  -1.91  -2.91  4.41
S  -0.14  -2.93  2.45
O  0.38  -1.70  3.04
O  0.87  -3.87  1.99
O  -1.26  -2.72  1.50

These are the Mulliken partial charges, in e, on atoms 1 to 8: atom 1 (Cr): 0.486, atom 2 (C): 1.480, atom 3 (C): 0.244, atom 4 (C): -0.007, atom 5 (C): 1.422, atom 6 (C): 0.731, atom 7 (C): -1.890, atom 8 (H): 0.449



2.
Formula: C24H41CsNO11P3S
Source: OMol25
Level of theory: ωB97M-V/def2-TZVPD

charge = -2
Kohn-Sham gap = 6.78 eV
energy above the lowest of the compared OMol25 structures with the same formula, charge and spin = 3.749 eV

Element x y z (Å)
Cs  0.13  -0.95  3.76
O  4.64  -0.63  5.92
P  3.23  -1.03  5.21
O  2.31  -1.58  6.26
O  2.78  0.15  4.42
O  3.70  -2.24  4.26
P  2.90  -3.37  3.26
O  1.91  -4.12  5.57
O  2.17  -2.59  2.19
O  1.52  -3.64  4.27
H  4.81  -1.28  6.61
H  2.05  -3.24  6.01
O  -0.51  0.17  1.11
P  0.15  -0.02  -0.24
C  -0.63  -1.49  -1.00
C  -0.30  -1.86  -2.46
C  -0.67  -3.32  -2.73
C  0.24  -4.26  -1.94
C  0.66  -3.65  -0.59
C  -0.42  -2.71  -0.06
C  -0.14  1.48  -1.24
C  -1.65  1.80  -1.31
C  -2.28  1.39  -2.63
C  -1.63  2.14  -3.81
C  -0.19  2.57  -3.50
C  0.52  1.53  -2.64
C  1.93  -0.30  0.02
C  2.84  -0.62  -1.17
C  4.23  -1.00  -0.66
C  4.84  0.12  0.17
C  3.92  0.48  1.34
C  2.52  0.85  0.84
H  -1.69  -1.21  -0.96
H  0.76  -1.72  -2.69
H  -0.85  -1.20  -3.14
H  -0.61  -3.54  -3.80
H  -1.72  -3.47  -2.44
H  1.13  -4.49  -2.53
H  -0.28  -5.21  -1.77
H  1.59  -3.10  -0.69
H  0.86  -4.42  0.15
H  -0.15  -2.39  0.94
H  -1.36  -3.26  0.03
H  0.34  2.24  -0.61
H  -1.79  2.88  -1.18
H  -2.17  1.34  -0.47
H  -3.35  1.60  -2.61
H  -2.16  0.31  -2.76
H  -2.24  3.02  -4.05
H  -1.64  1.50  -4.70
H  -0.19  3.52  -2.97
H  0.36  2.73  -4.43
H  1.58  1.78  -2.54
H  0.47  0.56  -3.14
H  1.93  -1.18  0.68
H  2.92  0.25  -1.83
H  2.44  -1.44  -1.77
H  4.88  -1.25  -1.51
H  4.14  -1.90  -0.04
H  5.00  1.00  -0.47
H  5.82  -0.18  0.55
H  4.34  1.31  1.92
H  3.83  -0.36  2.02
H  2.57  1.76  0.23
H  1.89  1.07  1.70
N  -2.22  1.80  2.76
C  -3.22  2.20  1.84
C  -3.43  3.53  1.50
C  -4.35  3.88  0.52
C  -5.07  2.91  -0.15
C  -4.91  1.58  0.23
C  -4.01  1.23  1.22
S  -6.12  3.33  -1.54
O  -6.41  4.75  -1.38
O  -7.28  2.45  -1.41
O  -5.29  3.03  -2.70
H  -1.58  1.18  2.25
H  -1.69  2.60  3.08
H  -2.83  4.30  1.98
H  -4.50  4.92  0.23
H  -5.50  0.82  -0.28
H  -3.87  0.19  1.50

These are the Mulliken partial charges, in e, on atoms 1 to 8: atom 1 (Cs): 1.343, atom 2 (O): -0.579, atom 3 (P): 0.615, atom 4 (O): -0.831, atom 5 (O): -0.613, atom 6 (O): -0.073, atom 7 (P): -0.823, atom 8 (O): -0.467



3.
Formula: C24H41F3IrO3P2S
Source: OMol25
Level of theory: ωB97M-V/def2-TZVPD

charge = +2
Kohn-Sham gap (alpha / beta) = 6.10 / 5.40 eV
energy above the lowest of the compared OMol25 structures with the same formula, charge and spin = 5.036 eV
spin multiplicity = 6

Element x y z (Å)
Ir  -0.03  -0.87  -0.44
C  -0.85  -1.74  1.85
C  0.51  -2.02  1.21
C  0.72  -0.62  3.12
C  -0.66  -0.93  2.97
C  1.47  -1.23  2.12
C  -2.01  -2.68  1.78
H  -1.99  -3.35  0.91
H  -2.97  -2.12  1.75
H  -2.01  -3.30  2.69
C  -1.65  -0.69  4.06
H  -2.59  -1.20  3.83
H  -1.84  0.38  4.17
H  -1.26  -1.09  5.02
C  1.27  -0.02  4.37
H  1.07  -0.71  5.22
H  0.77  0.95  4.58
H  2.36  0.15  4.30
C  2.92  -1.45  2.20
H  3.10  -2.03  3.11
H  3.48  -0.51  2.29
H  3.31  -2.01  1.35
C  0.86  -3.52  1.22
H  0.86  -3.87  2.28
H  1.83  -3.71  0.74
H  0.13  -4.09  0.65
C  -1.55  0.89  -3.02
C  -1.87  -0.42  -3.52
C  -1.19  -1.15  -4.60
C  0.37  -1.04  -4.61
C  0.97  -0.60  -3.30
C  1.38  0.67  -3.11
C  0.85  1.79  -4.01
C  -0.69  1.81  -4.02
H  -1.60  -0.95  -5.62
H  0.62  -0.33  -5.41
H  -1.44  -2.21  -4.48
H  -1.04  1.54  -5.01
H  -2.44  1.54  -2.95
H  -2.90  -0.75  -3.31
H  -1.07  2.84  -3.88
H  1.21  2.77  -3.66
H  2.33  0.94  -2.63
H  1.26  1.78  -5.04
H  0.83  -2.00  -4.95
H  1.24  -1.41  -2.63
P  -1.36  0.82  -1.20
C  -2.93  0.95  -0.29
C  -1.44  -1.87  -1.48
P  1.65  0.66  -0.42
C  0.10  1.83  -0.99
C  3.07  -0.42  -0.82
C  2.46  1.87  0.66
H  -2.56  1.21  0.71
H  -3.48  0.01  -0.17
H  -3.59  1.74  -0.64
H  -0.98  -2.12  -2.45
H  -2.51  -1.61  -1.37
H  -1.24  -2.63  -0.71
H  2.57  2.84  0.13
H  3.47  1.50  0.92
H  1.87  2.05  1.58
H  -0.13  2.53  -0.20
H  0.44  2.39  -1.83
H  3.82  -0.34  -0.03
H  3.57  -0.17  -1.76
H  2.72  -1.45  -0.88
F  -0.28  4.95  3.57
C  -1.18  3.94  3.56
F  -1.16  3.29  4.77
F  -2.41  4.42  3.32
S  -0.71  2.71  2.28
O  -0.67  3.56  1.08
O  0.60  2.23  2.76
O  -1.77  1.71  2.33

These are the Mulliken partial charges, in e, on atoms 1 to 8: atom 1 (Ir): 0.913, atom 2 (C): 0.389, atom 3 (C): 2.687, atom 4 (C): 1.225, atom 5 (C): 0.934, atom 6 (C): 0.123, atom 7 (C): -2.510, atom 8 (H): 0.471



4.
Formula: C24H41F3N3O7
Source: OMol25
Level of theory: ωB97M-V/def2-TZVPD

charge = +1
Kohn-Sham gap = 9.01 eV

Element x y z (Å)
C  -0.09  -3.40  -2.08
C  -0.27  -2.34  -0.92
C  -0.06  -0.83  -1.42
C  0.83  -0.14  -0.33
N  2.11  0.34  -0.42
C  2.88  0.30  -1.67
C  2.47  1.60  -2.50
O  2.18  2.57  -1.86
O  2.44  1.56  -3.88
C  1.24  2.10  -4.42
C  -0.17  1.89  -3.77
O  1.28  2.76  -5.40
C  2.49  0.83  0.84
C  3.91  1.40  1.12
O  4.70  0.61  2.01
C  5.12  -0.57  1.44
F  5.60  -0.45  0.18
F  4.17  -1.56  1.48
F  6.15  -1.03  2.21
C  1.40  0.67  1.76
N  1.37  1.02  3.14
N  0.42  0.08  0.96
C  -0.91  -0.23  1.55
C  -1.72  1.08  1.98
C  -3.22  0.80  1.57
C  -4.24  1.81  2.19
C  -5.76  1.57  1.78
C  -6.00  0.31  0.86
C  -7.45  0.49  0.20
C  -7.27  0.65  -1.37
O  -6.54  1.89  -1.57
C  -5.45  1.74  -2.40
C  -4.12  2.46  -1.98
O  -5.45  1.14  -3.44
H  0.78  -4.09  -1.87
H  0.00  -2.96  -3.10
H  -0.99  -4.08  -2.04
H  -1.22  -2.48  -0.36
H  0.55  -2.55  -0.18
H  -1.04  -0.30  -1.54
H  0.51  -0.78  -2.38
H  3.97  0.33  -1.47
H  2.60  -0.63  -2.21
H  -0.44  0.81  -3.65
H  -0.20  2.39  -2.76
H  -0.95  2.40  -4.39
H  4.39  1.64  0.14
H  3.75  2.38  1.64
H  2.34  0.91  3.47
H  1.14  2.01  3.28
H  -0.80  -0.95  2.39
H  -1.52  -0.71  0.73
H  -1.59  1.24  3.08
H  -1.29  1.95  1.42
H  -3.25  0.92  0.45
H  -3.45  -0.27  1.80
H  -3.93  2.85  1.89
H  -4.18  1.75  3.31
H  -6.35  1.40  2.72
H  -6.13  2.46  1.22
H  -5.30  0.21  0.00
H  -6.09  -0.63  1.47
H  -7.97  1.41  0.56
H  -8.09  -0.41  0.33
H  -8.23  0.59  -1.93
H  -6.60  -0.20  -1.69
H  -3.91  3.23  -2.77
H  -3.26  1.76  -1.94
H  -4.20  2.98  -0.99
C  9.25  -4.21  1.44
C  8.42  -4.22  2.71
O  8.53  -2.97  3.38
H  10.30  -4.01  1.67
H  9.19  -5.16  0.92
H  8.92  -3.42  0.76
H  8.77  -5.00  3.39
H  7.37  -4.41  2.48
H  8.21  -2.29  2.78

These are the Mulliken partial charges, in e, on atoms 1 to 8: atom 1 (C): -1.154, atom 2 (C): -0.307, atom 3 (C): -0.385, atom 4 (C): -0.179, atom 5 (N): 0.553, atom 6 (C): -1.127, atom 7 (C): 0.743, atom 8 (O): -0.451